(1)
The following is a quantum chemistry calculation of a cluster of 2 separate species, C3H3NO3 in total at a distorted geometry, from OMol25.

The geometry in XYZ format:
```
10
C3H3NO3, DFT ωB97M-V with the def2-TZVPD basis set
H 1.40 -1.11 0.69
H -0.99 1.95 -1.13
O 1.09 0.68 -0.31
O 3.13 -0.11 0.24
C -1.80 -1.05 0.47
C -0.18 0.28 -0.17
C 1.95 -0.26 0.26
O -1.50 -2.01 1.03
H -2.00 0.57 -0.43
N -1.10 1.06 -0.65
```

Output
HOMO-LUMO gap in eV: 9.9195
LUMO level in eV: 0.81

(2)
The following is a quantum chemistry calculation of a structure of composition C37H29AuN7O4S at a distorted geometry, from OMol25.

The geometry in XYZ format:
```
79
C37H29AuN7O4S, DFT ωB97M-V with the def2-TZVPD basis set
C -2.68 4.33 2.19
C 5.33 -1.26 1.35
Au -0.24 -1.94 -1.04
H -0.34 4.27 0.50
C -0.33 2.22 1.20
C -0.10 -0.21 1.81
C -4.41 -2.56 -2.23
H 4.91 0.65 -1.41
H 6.66 -2.20 -1.69
C -5.14 -1.84 -1.29
C -4.45 5.04 0.73
C -6.70 4.21 -0.75
C -0.05 1.52 -1.42
C 6.23 -3.17 -1.44
C 6.31 0.92 1.66
N 1.81 -1.98 -1.03
H -4.88 5.79 0.08
C 2.77 -2.17 -0.09
C -3.27 5.31 1.38
H -5.14 1.99 2.10
C -3.37 3.13 2.49
H -0.02 1.75 4.65
N -7.28 -2.42 -2.26
H -4.94 -0.67 0.49
S -7.46 -0.70 -0.31
C 5.92 1.27 0.37
H 4.36 -1.28 -2.82
H -5.94 4.35 -1.52
N -2.35 -1.99 -1.18
H -8.28 -2.36 -2.30
C 5.14 -5.63 -0.79
C -0.18 0.90 0.79
C -4.42 -1.23 -0.28
C 4.94 -3.23 -0.92
C 6.01 -0.35 2.14
C -0.41 2.50 2.63
C 0.08 0.21 3.22
C -5.09 3.81 0.95
H 6.31 -0.63 3.15
H 6.15 2.25 -0.01
H 0.10 1.17 -2.44
C 2.38 -1.50 -2.22
C 4.93 -0.91 0.06
C -0.29 3.22 0.22
O 1.74 -1.16 -3.20
C 6.42 -5.56 -1.32
H -2.45 -3.14 -2.88
H -0.09 3.62 -1.88
H -2.48 -0.86 0.54
O -6.18 3.42 0.33
H 7.00 -6.46 -1.47
C -3.03 -2.60 -2.15
N -0.08 0.57 -0.49
H -2.75 6.25 1.21
H 0.27 -0.58 3.94
O 2.62 -2.47 1.08
C -4.57 2.88 1.89
H 3.40 -4.54 -0.17
C -0.06 1.47 3.60
O -0.19 -1.38 1.53
C -0.15 2.87 -1.10
N -0.71 3.68 3.08
H 4.71 -6.59 -0.52
H 7.97 -4.26 -2.05
H -7.06 5.18 -0.40
N 3.73 -1.42 -2.06
C -3.05 -1.32 -0.26
N -1.44 4.60 2.69
H -6.82 -3.06 -2.88
H -4.88 -3.08 -3.06
C 4.16 -1.93 -0.77
H 5.09 -2.24 1.74
C 5.22 0.36 -0.42
C -6.64 -1.71 -1.33
H 6.84 1.63 2.27
H -2.97 2.44 3.21
C 6.96 -4.32 -1.65
H -7.53 3.64 -1.16
C 4.40 -4.47 -0.59
```

Output
Total charge: +1
HOMO-LUMO gap in eV: 4.1222
LUMO level in eV: -5.79

(3)
The following is a quantum chemistry calculation of a cluster of 3 separate species, C19H30BrI2N3O6 in total at a distorted geometry, from OMol25.

The geometry in XYZ format:
```
61
C19H30BrI2N3O6, DFT ωB97M-V with the def2-TZVPD basis set
H -2.47 -2.27 -3.65
H 2.52 1.26 3.88
Br -3.80 2.27 -2.52
H 3.51 4.69 5.77
C -0.08 -2.74 -1.64
C 3.52 4.17 4.81
H 0.34 -2.97 -0.69
C -0.76 0.56 -1.89
C -4.91 -0.46 -1.86
H -1.73 4.52 -3.17
C -1.52 0.59 -3.21
H 1.24 -0.49 0.03
O 2.52 -1.20 1.59
C -1.20 1.90 -4.03
C 1.64 -3.50 2.81
H -1.12 -2.60 -4.69
C 0.56 0.53 -1.74
H 4.29 1.16 3.96
H -5.59 -0.07 -2.62
I 1.91 0.50 -3.38
O 3.28 0.99 6.47
C -0.59 -2.43 -2.68
H 2.33 0.71 -0.57
C 3.44 1.84 3.88
O -2.40 -0.48 -6.42
H 2.01 -2.76 5.47
C -2.41 -0.29 -5.25
H 3.51 2.41 2.96
O -3.57 -0.54 -2.33
H -5.94 -2.28 -2.39
H -4.50 -2.57 -1.40
O -1.05 4.17 -3.76
H 3.36 2.94 7.06
C 1.27 0.50 -0.40
N 3.44 2.74 5.02
H 3.48 -0.73 3.32
H -4.98 0.12 -0.93
H 1.43 -4.31 3.51
N -3.50 0.22 -4.49
C -5.36 -1.91 -1.54
H 4.45 4.41 4.29
O -0.72 2.91 -3.17
H -0.37 -0.47 -4.84
H -4.27 -0.43 -4.58
C 2.89 -2.70 4.83
H 2.68 4.51 4.21
C 3.36 2.19 6.25
H -2.06 2.23 -4.62
H -0.41 1.65 -4.75
C -3.10 0.52 -3.13
H 3.47 -3.62 4.92
H 3.50 -1.86 5.16
C -1.43 -2.01 -3.82
N 2.48 -2.50 3.45
C 2.84 -1.42 2.75
I -1.85 0.51 -0.04
H 2.14 -3.90 1.93
H 0.90 1.28 0.27
C -1.27 -0.53 -4.23
H 0.70 -3.05 2.49
H -6.03 -1.91 -0.69
```

Output
HOMO-LUMO gap in eV: 8.5604
SMILES: C#CC[C@H]1C(=O)N[C@@](Br)(OCC)[C@@]1(COO)/C(I)=C(/C)I.CN(C)C=O.CN(C)C=O
LUMO level in eV: 0.12

(4)
The following is a quantum chemistry calculation of a cluster of 6 separate species, H12O6 in total at a distorted geometry, from OMol25.

The geometry in XYZ format:
```
18
H12O6, DFT ωB97M-V with the def2-TZVPD basis set
H 1.47 -1.61 -2.90
H -1.42 -1.83 0.93
H 1.14 0.88 1.36
O -0.98 -2.16 -0.82
H -1.50 -1.37 -0.92
H -1.77 -1.69 2.40
O -1.17 1.36 2.05
H -0.15 -1.85 -1.25
H 1.19 -0.16 -2.38
H 1.61 1.60 -0.73
O -1.81 -1.25 1.56
O 1.16 -1.13 -2.18
O 1.25 1.74 0.95
H -1.58 0.51 1.76
H -1.31 1.42 3.02
H 1.85 2.14 -2.20
H 0.29 2.05 1.02
O 1.75 1.35 -1.69
```

Output
HOMO-LUMO gap in eV: 11.7841
SMILES: O.O.O.O.O.O
LUMO level in eV: 0.60

no.,highest occupied orbital energy (eV)
1,-9.10
2,-9.91
3,-8.44
4,-11.18